Formula: C5H7NO2
Source: OMol25
Level of theory: the ωB97M-V functional and the def2-TZVPD basis

Properties
Total energy (eV): -10880.6046
LUMO (eV): -0.1
HOMO-LUMO gap (eV): 9.000
SMILES: C/C(=C/C=O)C(N)=O
ΔE to the lowest compared entry with this formula, charge and spin (kcal per mole): 69.47

```
! wB97M-V def2-TZVPD RIJCOSX def2/J DEFGRID3
* xyz 0 1
C -1.5479 -1.2718 -0.2569
C 1.0163 -0.4434 -0.1444
C -0.7858 -0.1148 0.2131
N 1.4181 0.0164 -1.3504
C 0.6079 1.4633 0.9619
C -0.8494 0.9973 0.8768
O 1.4339 -1.4526 0.3820
O 1.1038 2.2594 0.1695
H 2.2418 -0.3981 -1.7621
H 1.1979 0.9783 -1.5714
H 0.9501 1.3441 2.0035
H -1.5761 1.3223 1.6064
H -1.1342 -2.1891 0.1604
H -2.5891 -1.1702 0.0541
H -1.4871 -1.3411 -1.3425
*
```